(1)
A structure of composition C42H66BrIN5O3PTi, computed with ωB97M-V with the def2-TZVPD basis set.

Its orbital gap is 7.4525 eV. The calculation puts the HOMO energy at -12.90 eV. The total charge is +2. As for the energy above the lowest of the compared OMol25 structures with the same formula, charge and spin: 136.7 kJ/mol.

The geometry in XYZ format:
```
120
Properties=species:S:1:pos:R:3:forces:R:3
H 3.845410 5.039764 1.547163 0.0214 0.0114 0.0345
N -0.510040 -1.677364 1.830043 0.2473 0.2786 0.1282
H 2.007119 3.453431 1.316726 -0.0401 0.0194 -0.0309
P 3.628630 -0.378210 -2.249084 0.9850 0.1656 -0.8930
H 1.724572 -4.762639 -0.291712 0.0813 0.0501 0.0275
C 4.357742 -1.969030 -2.994549 -0.2309 0.2628 0.1872
C 0.082748 1.871968 5.873728 -0.0030 0.0325 -0.0504
C 2.270901 -0.058824 -4.683908 0.0597 -0.0231 0.0324
H 3.242314 -2.706107 -4.730939 -0.0390 0.0272 0.0350
H 1.569696 -1.258032 4.197777 0.0032 0.0121 0.0188
H 2.021381 -3.506027 -1.471662 0.0376 0.0807 -0.0383
H 5.835303 -2.690208 -4.365273 -0.0095 -0.0150 0.0061
C 4.381320 1.918496 -0.911682 -0.0038 -0.0167 -0.0394
H 5.625532 -1.122061 0.096941 -0.0366 0.0020 0.0286
H 3.333100 -3.847797 -3.413587 0.0065 0.0071 0.0650
H 0.518936 -1.916555 -2.492820 0.1227 0.0511 0.0569
C 0.731187 1.411492 1.504138 -0.1488 0.4473 0.8946
H -0.597746 -4.689389 -0.546226 -0.0367 -0.0195 -0.0470
C 4.958773 -2.778405 -1.836373 0.0636 0.0730 -0.0277
H 1.585531 -4.327652 1.869323 0.0452 0.0092 -0.0570
H 2.238280 -2.461102 -3.309030 -0.0421 -0.1492 -0.0155
H -1.098505 1.048255 -0.300722 -0.1192 0.1370 -0.0927
H 4.371661 2.546093 -1.799196 -0.0331 0.0124 0.0570
H 0.565713 2.909997 4.064676 -0.0038 0.0057 0.0142
H 6.285692 1.034657 -2.840894 0.0830 -0.0359 0.0676
H 5.061839 -1.216082 -4.923206 0.0257 -0.0847 0.0168
H -1.729458 -2.977882 -2.048145 -0.0343 0.0766 0.0290
I -0.507983 3.728424 -1.304039 -0.2650 0.1155 -0.2111
C -1.614943 4.955957 -5.316222 0.0221 0.0064 -0.0405
C 2.097063 1.824707 -3.054730 0.1379 -0.0525 -0.0823
C 2.873627 1.988217 2.641603 -0.0591 -0.0223 -0.0961
H 0.697205 -1.398772 6.480755 -0.0061 0.0019 0.0068
N 1.603962 -2.774009 0.414438 0.2290 -0.2293 0.2515
C 3.886770 4.102675 2.086847 -0.0329 -0.0061 -0.0044
C 0.577468 1.961243 4.583596 -0.0197 -0.0029 -0.0056
C 6.314627 0.618009 -1.835323 0.0257 -0.0224 -0.1162
H 6.825774 -0.343334 -1.868523 0.0065 0.0385 0.0257
H 3.377595 1.867724 -0.489324 -0.0259 0.0809 -0.0015
C 3.052152 0.771730 -3.658336 -0.0983 -0.1473 0.4236
H 5.026032 2.406233 -0.179019 0.0219 -0.0452 0.0524
Br -4.009982 3.539781 -1.567604 0.0444 0.0032 -0.1201
C 4.931645 0.514936 -1.194553 -0.3816 -0.1854 0.0349
C 2.843919 3.195455 1.952525 0.0167 -0.1400 0.0452
C 1.732533 0.963740 2.576804 0.1825 0.2679 0.0212
H 4.046595 -0.426226 0.527101 -0.0408 -0.0286 0.1956
H 3.967818 0.792072 4.063875 -0.0036 0.0232 0.0594
C 0.120394 0.665687 6.561032 -0.0184 -0.0398 0.0307
C 3.952234 1.706738 3.477476 -0.0181 -0.0258 -0.0846
H 5.171700 -3.793702 -2.173961 -0.0428 -0.0010 -0.0367
H -2.551400 0.830732 -2.088343 -0.0123 0.0125 -0.0332
C 0.649175 -0.457887 5.948760 -0.0600 0.0254 0.0486
H -0.767408 -3.707170 1.444122 -0.0669 -0.0088 0.0545
H 2.603437 -2.585894 0.383718 0.0462 -0.0342 -0.0554
O 1.019467 0.926007 0.307066 -0.0283 2.0180 0.3231
C -0.935305 -2.736401 -1.336635 0.0377 -0.2464 0.0001
C 4.994727 2.609565 3.604300 0.0545 -0.0694 0.0259
H -0.319436 0.265428 -2.809480 0.0875 0.0080 -0.0439
H -0.354557 -3.369625 3.121378 -0.0207 0.0042 0.0055
H 3.073276 -0.432312 2.556698 0.1760 -0.2346 -0.2051
H -3.070903 1.378699 0.625203 -0.0261 0.0162 -0.1046
H 6.284402 -1.149554 -3.646540 -0.0272 -0.0527 -0.0927
C 4.961574 3.812052 2.911031 -0.0070 0.0764 -0.0147
H 1.464438 -0.623939 -4.212976 -0.0279 -0.0067 -0.0946
C -1.610589 4.206657 -3.033312 -0.0088 -0.1077 0.2208
H 0.055780 -4.459837 -2.149084 -0.0158 -0.0734 0.0306
H 3.789657 2.089847 -5.174321 -0.0444 -0.0075 0.0059
H -1.394540 -0.987794 -3.456105 0.0991 -0.0388 -0.0204
N 2.371396 -0.801103 -1.335538 -0.9682 0.4553 1.0080
H -1.404924 -2.455888 -0.394494 -0.0092 0.0456 -0.0210
H -3.287410 0.091806 2.684603 0.0094 0.0159 0.0141
H 4.778247 2.122355 -3.724036 -0.0525 0.0284 -0.0505
C 1.310671 -3.275023 1.774191 -0.2665 0.0029 0.1591
H -1.633346 0.630601 2.503233 -0.0366 0.0315 0.1200
H 5.822883 2.386620 4.263758 -0.0055 -0.0046 0.0023
N -0.158210 -1.571200 -1.820796 -0.4167 -0.2732 -0.1956
H 0.153069 4.744267 -4.119145 -0.0018 0.0215 -0.0074
H 4.894589 0.762562 -4.843476 -0.0212 0.1185 -0.0049
C -2.997673 4.092409 -3.074831 0.0675 -0.0403 0.1647
C 3.220058 -2.788058 -3.646376 0.0574 -0.0276 -0.0285
C -0.056917 -3.981122 -1.173506 0.0595 0.1784 0.1312
H 6.925421 1.285181 -1.223476 -0.0287 0.0022 0.0406
H 1.819658 0.616756 -5.412116 0.0060 0.0589 0.0391
H -2.080616 -1.832978 3.227320 0.0256 -0.0546 -0.0168
C -2.994329 4.829427 -5.357693 -0.0158 0.0031 -0.0359
H -3.542936 -0.292669 0.321742 -0.0106 0.0245 -0.0403
H 2.914224 -0.740534 -5.236475 -0.0795 0.0003 0.0246
C -2.101716 -0.065340 -1.650950 0.0606 -0.1517 -0.0226
C 5.042626 -0.206221 0.156449 0.0995 -0.0068 -0.1218
H -3.535854 5.069487 -6.262406 -0.0121 0.0148 0.0120
N -1.595509 0.160618 -0.295770 0.0764 0.2439 -0.1113
H -0.252215 0.610460 7.574932 -0.0015 -0.0182 -0.0044
H 2.598356 2.775270 -2.886170 -0.0005 -0.0111 0.0488
Ti 0.984154 -0.762067 -0.196919 0.8725 -2.9224 -1.4946
H 5.760276 4.531474 3.032114 0.0220 -0.0265 -0.0130
O 2.228375 -0.317481 2.104106 -0.3286 0.3692 0.0752
H -1.074547 5.305566 -6.185457 0.0101 -0.0072 0.0059
C -1.929788 -1.479309 2.202119 -0.0846 0.1359 -0.1289
C 5.447939 -1.722282 -4.039478 0.0389 0.0276 -0.0550
H -4.764949 4.312264 -4.256202 0.0023 -0.0005 -0.0021
C -0.923280 4.643060 -4.157287 0.0638 -0.0139 0.0172
O -0.191977 2.145479 1.718608 0.2356 0.0457 -0.2608
H 0.025008 -1.106567 2.487171 -0.0524 -0.1415 0.1353
C -0.977569 -0.561863 -2.539806 -0.1965 0.2625 0.1148
C -3.687719 4.400841 -4.238238 -0.0033 -0.0001 0.0083
H 4.276959 -2.835230 -0.984933 0.0401 -0.0734 0.0272
H 1.274694 2.021802 -3.745235 -0.0203 -0.0452 0.0108
C 4.207107 1.468755 -4.379057 0.1478 -0.0687 -0.0424
H -0.322394 2.753488 6.352147 0.0018 0.0017 -0.0063
H 5.902763 -2.352917 -1.500907 -0.0381 -0.0047 0.0465
C -2.384137 -0.037267 2.086219 0.0420 -0.1378 -0.2261
C -0.152323 -3.074861 2.086663 0.1866 -0.0014 -0.0814
H -2.885933 -0.822611 -1.601316 -0.0099 0.0079 0.0363
C 1.105052 0.833188 3.958693 -0.0337 -0.1820 -0.0010
H -2.538676 -2.111342 1.547381 0.0045 -0.0529 0.0386
H 1.908572 -2.703989 2.482199 0.0443 -0.0143 -0.0441
H 5.542208 0.455968 0.866833 -0.0313 0.0270 -0.0008
C -2.720182 0.344835 0.653344 0.0528 -0.0663 0.2729
C 1.376818 -3.789050 -0.646436 -0.1709 -0.1443 -0.2492
C 1.137470 -0.373795 4.650907 0.0136 -0.0087 -0.0948
H 1.681312 1.498988 -2.104910 -0.1752 0.0898 0.0018
```
Positions in Å, forces in eV/Å.

Atomic partial charges in e from the Mulliken method, atoms 1 to 6: 0.520, 0.443, 0.594, -2.853, 0.593, 2.520

***

(2)
A structure of composition C2H4LiO2Sn, computed with ωB97M-V with the def2-TZVPD basis set.

Its orbital gap (alpha / beta) is 10.0759 / 7.1872 eV. The calculation puts the HOMO energy (alpha / beta) at -19.73 / -19.58 eV. As for the spin multiplicity: 2. The total charge is +2.

The geometry in XYZ format:
```
10
Properties=species:S:1:pos:R:3:forces:R:3
H -2.144260 0.057377 -0.384017 0.0154 -0.5631 0.0139
C -0.289152 -0.063699 0.782328 -3.5934 -0.5054 0.2864
H -0.624869 0.800548 1.360481 0.6826 0.6480 -1.0163
Li 2.145587 2.355748 -0.359020 0.3487 0.4583 0.3624
C -1.253309 -0.554347 -0.224735 -1.2373 0.0846 0.6740
H -1.303980 -1.633198 -0.391714 -0.2430 0.2988 -0.0717
Sn 1.492216 -0.691023 -1.377926 3.8305 -5.2710 -4.9323
O -0.149813 0.081518 -0.886547 -2.7801 2.1134 3.2221
H 0.085117 -0.815853 1.481598 1.5426 -0.1883 -1.0926
O 2.042465 0.462925 -0.000446 1.4340 2.9247 2.5542
```
Positions in Å, forces in eV/Å.

Atomic partial charges in e from the Mulliken method, atoms 1 to 6: 0.253, -0.252, 0.366, 0.970, -0.094, 0.270

***

(3)
A cluster of 2 separate species, C3H10S3 in total, computed with ωB97M-V with the def2-TZVPD basis set.

Its orbital gap is 9.4005 eV. The calculation puts the HOMO energy at -8.78 eV. The total charge is 0. As for the energy above the lowest of the compared OMol25 structures with the same formula, charge and spin: 21.7 kJ/mol.

The geometry in XYZ format:
```
16
Properties=species:S:1:pos:R:3:forces:R:3
H 0.665449 -3.711343 -0.606210 -0.6519 -0.1540 -0.3969
C 1.506577 -2.441983 0.840898 0.3955 -1.1821 0.7847
H -0.098685 -3.942748 1.003819 -0.2370 -0.0534 0.0815
H -2.962117 4.040514 0.406159 -0.3283 0.0102 -0.2264
H -2.376794 4.369703 -1.296030 -0.2588 0.0113 0.0835
H 1.939736 -2.540296 1.842543 -0.4091 0.2751 0.1043
H -1.520343 4.982465 0.148084 0.0620 0.1042 -0.1055
H 0.204830 2.179578 -2.240591 0.0091 0.1159 -0.1553
S 0.488408 3.047705 -1.260221 -0.2104 -0.2179 0.2173
S 0.403815 -1.025334 0.800355 0.1959 0.0739 -0.2706
H 2.397937 -2.315092 0.227531 -0.1919 0.3018 -0.2991
H 0.307045 -1.094989 -0.535016 -0.2458 0.2583 0.0104
H 1.530272 -4.577213 0.584234 -0.0694 -0.2285 0.3091
S -1.186788 2.624360 -0.115027 0.2888 0.0811 -0.0047
C -2.114732 4.170847 -0.261278 0.4504 -0.1243 0.1938
C 0.815390 -3.766174 0.460750 1.2010 0.7284 -0.3262
```
Positions in Å, forces in eV/Å.

Atomic partial charges in e from the Mulliken method, atoms 1 to 6: 0.302, -0.521, 0.309, 0.265, 0.290, 0.320

***

(4)
A structure of composition C11H17BN6O3STc, computed with ωB97M-V with the def2-TZVPD basis set.

Its orbital gap (alpha / beta) is 5.8268 / 6.1019 eV. The calculation puts the HOMO energy (alpha / beta) at -16.35 / -16.27 eV. As for the spin multiplicity: 4. The total charge is +2.

The geometry in XYZ format:
```
40
Properties=species:S:1:pos:R:3:forces:R:3
H 1.151848 1.195968 -4.167923 -0.1485 -0.1337 0.1896
H 2.196841 -2.626649 -0.306658 0.0443 -0.0444 0.0555
C -1.510384 0.040946 -4.383111 0.6341 -0.0165 0.9341
H -0.511123 -1.762803 3.678726 0.2830 0.0809 -0.0049
C -2.592496 -0.860577 -2.646468 0.9283 0.5862 -0.9237
H 3.242104 -0.537326 -3.968657 0.0652 -0.0040 0.0014
N 0.582899 1.767786 -2.022692 -0.4288 -0.3993 0.7233
N -0.684572 0.101051 -3.336216 -0.9821 -0.7381 1.0697
S 1.293102 -1.256091 2.198974 1.7298 -0.4531 1.9765
N -1.343150 -0.467461 -2.212093 -0.6896 0.0969 -2.3571
O 0.345349 -0.258359 1.494043 -1.6132 -0.3466 -2.5932
C 0.781122 3.094731 -1.996088 -0.2854 -0.7436 0.4875
B 0.730908 0.714798 -3.156059 0.3269 0.0911 0.3330
H 0.514482 4.583248 -0.384706 0.0483 0.1291 0.0877
H 1.098702 -2.096062 4.398068 -0.0431 0.1503 -0.1663
H -1.180150 0.431779 -5.333214 -0.0964 -0.0258 -0.0540
H -2.289703 -2.469197 1.770390 0.1048 0.2820 -0.1407
H -3.561085 -0.746415 -4.619465 -0.1020 -0.0008 -0.1005
N 1.654698 -0.404332 -2.605379 -0.4697 -0.3040 0.6671
N 1.308153 -1.067110 -1.429393 -0.9913 0.4668 -0.3186
C 2.259030 -2.001823 -1.181240 0.3988 0.3934 -0.7500
H -3.279414 -1.316581 -1.947158 -0.0763 0.0170 -0.2307
H 0.510260 -0.399636 4.268481 0.0367 -0.2207 -0.0829
H -1.890900 -1.109065 0.675606 -1.2987 -2.2469 1.1169
H -0.233725 2.367679 1.058131 0.0656 0.0441 -0.0411
C -2.706489 -0.555172 -3.999367 -0.6249 -0.4661 0.9164
C -1.897993 -2.323086 0.757666 -0.8328 0.9600 -0.1692
C 2.809153 -0.921092 -3.059302 -0.6611 -0.0556 0.6427
C 0.468910 3.567752 -0.725363 -0.2303 -0.5870 0.3941
H -2.597358 -2.766251 0.046578 0.0103 0.3146 -0.0106
C 0.511781 -1.389954 3.803215 0.1054 0.1752 -0.2073
H 1.120791 3.597775 -2.887527 0.0536 0.0680 0.0670
N 0.144044 1.359337 -0.768930 -0.3714 -0.7639 -0.7561
Tc -0.544820 -0.642668 -0.442072 6.8673 2.9468 0.4671
H -0.932216 -2.840835 0.738264 0.5128 0.4365 -0.1011
H 4.100758 -2.538628 -2.272639 0.1799 -0.0867 -0.0160
C 3.224399 -1.928193 -2.195361 -0.7225 0.0191 0.5781
O 2.604251 -0.658689 2.335454 -1.5192 -0.6005 -0.4585
C 0.075479 2.453349 0.027646 0.2571 0.1820 -0.7491
O 1.203112 -2.578246 1.584239 -0.4649 0.7974 -0.4760
```
Positions in Å, forces in eV/Å.

Atomic partial charges in e from the Mulliken method, atoms 1 to 6: 0.027, 0.746, 0.021, 0.253, -0.221, 0.487

***

(5)
An isolated molecule of C4H4O2, computed with ωB97M-V with the def2-TZVPD basis set.

Its orbital gap is 8.0079 eV. The calculation puts the HOMO energy at -7.62 eV. The total charge is 0. As for the energy above the lowest of the compared OMol25 structures with the same formula, charge and spin: 406.8 kJ/mol.

The geometry in XYZ format:
```
10
Properties=species:S:1:pos:R:3:forces:R:3
O 2.249078 0.678602 0.414423 -0.2392 -0.0321 -0.3146
C -2.401912 -1.246873 -0.755967 0.4488 0.1055 0.1264
H 1.289470 2.488859 0.397566 0.0062 -0.0662 0.0766
H 0.309944 -0.992669 0.926819 -0.1048 0.0486 0.0588
H -3.408380 -1.517711 -0.995897 0.2917 0.0559 0.0023
C 1.194278 1.409199 0.337606 -0.0914 -0.0736 -0.0017
C -1.275041 -0.935885 -0.438830 -0.2540 -0.0925 -0.1096
O 0.056635 0.914191 0.145557 0.2361 0.1402 0.0902
C 0.059554 -0.580125 -0.052671 -0.0632 -0.0431 0.0475
H 1.926374 -0.217588 0.021395 -0.2303 -0.0429 0.0241
```
Positions in Å, forces in eV/Å.

Atomic partial charges in e from the Mulliken method, atoms 1 to 6: -0.370, 0.320, 0.362, 0.208, 0.398, 0.330

***

(6)
An isolated molecule of C3H6N2O, computed with ωB97M-V with the def2-TZVPD basis set.

Its orbital gap is 9.5837 eV. The calculation puts the HOMO energy at -8.87 eV. The total charge is 0. As for the energy above the lowest of the compared OMol25 structures with the same formula, charge and spin: 296.7 kJ/mol.

The geometry in XYZ format:
```
12
Properties=species:S:1:pos:R:3:forces:R:3
H -0.480204 -0.284794 -2.174252 -0.2470 -0.0882 -0.0500
C 0.490513 -0.500471 -1.737712 -0.3044 -0.3389 -0.0998
N -0.169492 0.571778 0.819741 0.2649 0.3680 0.2771
H 1.031148 0.472124 -1.749566 -0.2039 -0.7173 0.9870
O -0.733737 2.264913 2.233037 -0.0231 -0.1169 0.0132
C 0.003212 -0.751101 0.745222 0.1673 0.6488 0.5111
H -0.287659 -2.030214 -0.170752 0.9149 -0.7535 -2.4310
H 1.051250 -1.109480 -2.437225 -0.0546 -0.2569 -0.0261
N 0.359432 -1.258833 -0.444961 -0.4776 0.4335 0.7092
H -0.045809 1.231458 0.057573 0.0026 0.1074 0.0210
C -0.553511 1.090308 2.046977 -0.0551 0.6081 0.2697
H -0.665142 0.304312 2.811920 0.0159 0.1060 -0.1813
```
Positions in Å, forces in eV/Å.

Atomic partial charges in e from the Mulliken method, atoms 1 to 6: 0.337, -0.804, -0.019, 0.283, -0.520, -0.570

***

Number 1: F_max 0.0661 Eh/bohr, calculated total energy -6201.71204 hartree. Number 2: F_max 0.1589 Eh/bohr, calculated total energy -450.10856 hartree. Number 3: F_max 0.0286 Eh/bohr, calculated total energy -1314.83985 hartree. Number 4: F_max 0.1456 Eh/bohr, calculated total energy -1486.83001 hartree. Number 5: F_max 0.0093 Eh/bohr, calculated total energy -305.12452 hartree. Number 6: F_max 0.0526 Eh/bohr, calculated total energy -302.58009 hartree.